1.
ORCA calculation (ωB97M-V/def2-TZVPD) on a molecular structure, C11H24BrF9N2O13S3V.

Structure (XYZ):
```
64
Properties=species:S:1:pos:R:3:forces:R:3:mulliken_charge:R:1
V -2.157815 -0.088935 0.702758 0.66 3.48 0.34 1.12
S -3.418645 -0.941325 -2.339012 -2.43 -0.59 -0.50 0.87
F -0.867405 -1.051605 -3.345432 -1.77 -1.03 -0.43 -0.21
H 1.529585 -0.562515 3.394898 -0.33 -0.53 0.04 -0.13
H 0.743025 0.792905 -3.101242 -0.51 0.11 0.09 0.14
H 2.541735 1.137755 1.905468 -1.17 -0.33 -0.82 0.31
O -3.661125 -2.600145 4.089578 2.29 0.09 -0.53 -0.68
O -2.084855 -4.216285 3.044528 0.21 2.61 1.24 -0.70
H -0.942465 3.397195 -5.348842 -0.57 0.31 0.10 0.56
O -1.663505 0.631525 2.053168 -0.49 -0.69 -1.69 -0.49
H -2.049595 2.177295 -6.990232 -0.19 0.46 0.13 0.35
C -0.163105 2.799375 -3.435822 -1.16 -1.77 0.12 0.49
O -3.012115 -1.347405 -0.986702 0.28 -0.36 -0.76 -0.49
C 2.216245 -0.283765 4.194208 0.21 -0.19 -2.19 -0.25
F 1.184925 -3.246225 -1.487702 -0.34 -1.47 -0.02 -0.17
O 2.180715 -0.410145 0.850738 0.58 0.65 -0.67 -0.89
H -1.247875 3.011925 -1.700462 -0.43 -0.29 0.71 0.40
C -1.010185 -2.160935 4.636698 -2.63 -1.49 -1.67 0.63
H -2.361055 0.507935 -6.892892 0.46 -0.46 0.82 0.26
H 1.803915 2.153865 -2.981922 0.14 0.10 -0.56 0.53
C 0.787245 1.827925 -2.762292 1.35 -0.45 -0.11 -1.30
C 1.946015 -2.252935 -1.152682 -1.15 0.55 2.86 0.39
O -2.254435 -1.942005 2.167908 0.32 -0.02 0.51 -0.55
F 3.187835 -2.694355 -0.826922 -0.59 0.60 -1.02 -0.22
F 0.161015 -2.693615 4.245578 0.08 1.17 0.61 -0.22
C 3.377355 -2.275315 3.801248 0.43 -0.22 -0.65 -0.49
H 1.778495 -0.586425 5.145448 0.14 0.41 0.21 0.66
O -1.748955 1.009335 -0.463752 -0.42 -1.39 1.91 -0.27
C -1.598505 1.246635 -6.646022 0.27 1.47 -0.02 -0.91
H -2.223455 3.379265 -2.983572 -0.03 0.55 -0.26 0.40
C 2.477155 1.174105 4.006498 -1.18 1.45 1.22 0.09
H 3.339035 2.460665 2.549468 0.04 0.15 0.07 0.38
C -2.090515 -1.722395 -3.510062 0.64 0.02 0.09 0.52
H 3.205735 1.379705 4.790728 0.17 0.80 -0.24 0.29
O -4.701645 -1.482275 -2.816852 2.32 0.04 0.68 -0.64
O -3.324945 0.476135 -2.578002 0.85 0.76 -0.70 -0.73
H 0.550575 1.729065 3.223798 -0.22 0.18 0.03 0.35
Br -4.800765 0.833105 0.941418 1.35 -0.49 -0.10 -0.66
N -1.498075 2.762495 -2.646652 1.38 1.09 -0.80 0.01
N 3.107425 1.484625 2.666898 0.19 -0.96 0.86 -0.10
C 1.155765 1.942165 4.104958 0.18 -0.31 0.85 -1.29
H -0.712635 1.164345 -7.275762 0.21 -0.56 0.04 0.36
H 0.636355 1.536285 4.973038 -0.25 -0.28 -0.16 0.34
H 0.854175 1.839615 -1.674412 -0.94 0.01 0.14 0.37
F 1.869225 -1.403555 -2.141222 1.30 1.04 -0.81 -0.16
O -0.150585 -0.984405 0.282108 1.77 -0.07 -1.44 -0.09
O 1.156805 -2.544605 1.467118 1.40 0.76 -1.73 -0.64
H 1.195275 2.998995 4.368888 0.42 0.17 -0.60 0.38
H 3.903645 0.872875 2.557818 0.84 -0.19 0.19 0.42
O -1.250695 1.354655 -5.261352 0.39 0.33 0.82 -0.07
H 2.769765 -2.717875 4.590598 -0.20 0.20 -0.09 0.26
H 3.015385 -2.536925 2.806948 -0.75 0.25 0.19 0.12
F -2.414535 -1.677105 -4.863772 0.50 0.10 2.12 -0.25
S -2.381705 -2.790505 3.371118 -2.00 -1.88 -0.95 1.09
H 0.457255 2.522995 -5.542212 0.61 -0.40 0.39 0.47
H -1.970985 1.870695 -2.612852 -0.33 -1.90 0.26 0.01
H 4.335445 -2.795045 3.807678 0.49 0.72 0.51 0.30
F -1.886075 -3.022555 -3.178562 -0.11 1.30 -0.54 -0.22
F -1.066235 -0.837425 4.759778 1.23 0.38 -0.63 -0.23
F -1.319225 -2.606715 5.843508 0.35 -0.74 0.68 -0.25
C -0.450085 2.515675 -4.938252 -0.68 0.13 -0.95 -1.27
H 0.294275 3.775905 -3.276862 -0.59 0.28 -0.46 0.36
O 3.483635 -0.831105 3.943628 0.58 -1.90 0.35 -0.47
S 1.238765 -1.460585 0.474108 -3.18 -1.78 2.93 0.85
```
Forces are in eV/Å.

Output
Kohn-Sham gap   6.1 eV
Highest occupied orbital energy   -4.99 eV
E   -7132.60786 Eh
Total charge   -1



2.
ORCA calculation (ωB97M-V/def2-TZVPD) on 2 unconnected molecules or ions with the total composition C11H24Cl2O2.

Structure (XYZ):
```
39
Properties=species:S:1:pos:R:3:forces:R:3:nbo_charge:R:1
H -0.915424 -3.795752 -1.563626 -0.01 0.03 0.00 0.20
H 0.767504 3.148895 2.131132 -0.01 0.00 0.01 0.24
H 4.142830 0.825161 -0.355710 -0.01 -0.03 -0.03 0.20
H 0.744784 3.455601 -0.259251 -0.06 0.03 -0.06 0.20
H -0.872490 -1.740694 -2.685731 0.02 0.00 0.02 0.21
C 1.524348 2.913961 2.866358 0.02 -0.01 -0.02 -0.39
H -2.479674 -3.063352 -1.277976 0.03 -0.01 0.03 0.20
H -2.735921 -0.575096 -1.568105 0.02 0.09 0.01 0.20
H -1.335414 0.423779 -1.857878 -0.02 -0.06 0.03 0.20
C 1.066172 1.563798 -1.145081 -0.02 -0.11 -0.02 -0.09
C 3.217888 0.674004 -0.909156 0.00 0.05 0.05 -0.25
Cl 2.054831 4.411695 3.650493 0.00 0.00 0.01 -0.04
H 0.643991 -2.135839 0.878338 -0.03 -0.02 0.01 0.20
C 0.246510 -3.153090 0.898310 0.09 -0.05 -0.02 -0.61
H -1.625624 -4.194852 0.715415 0.03 0.01 -0.02 0.20
H -2.343643 1.758290 1.363519 0.05 -0.08 0.02 0.19
H 0.870014 -3.756514 0.231305 -0.03 0.00 0.03 0.20
C -1.414900 -2.978348 -1.031916 -0.04 0.00 -0.02 -0.39
H 3.430657 0.726561 -1.983870 -0.02 -0.02 0.01 0.17
H -0.775250 -0.321300 0.717173 -0.06 0.06 0.03 0.22
C -0.890508 -1.655337 -1.595253 0.04 0.01 0.06 -0.40
H 2.814729 -0.319348 -0.676226 0.02 0.01 -0.01 0.17
C 0.129120 2.600276 -0.551116 0.03 -0.06 0.01 -0.09
C -1.702542 -0.406575 -1.243757 -0.14 -0.06 -0.10 -0.40
H -2.309401 2.006870 -0.385513 -0.07 -0.04 0.07 0.16
C -1.787673 1.526524 0.454456 0.03 0.17 -0.14 -0.05
H 0.384562 -3.536514 1.910428 -0.04 0.04 -0.01 0.21
C -1.215959 -3.211479 0.468514 -0.03 0.06 0.00 -0.40
H 1.169661 1.692203 -2.233347 0.03 0.09 0.04 0.17
C -1.695446 0.019723 0.231335 0.10 -0.13 0.08 -0.45
H 0.152194 -1.513342 -1.286972 -0.04 -0.02 -0.02 0.19
O 2.323776 1.690163 -0.513561 -0.02 -0.05 0.02 -0.55
H 2.387788 2.444137 2.412158 -0.02 0.00 -0.02 0.22
H -2.514027 -0.462244 0.770804 0.00 0.01 -0.07 0.21
H -0.608999 2.947185 -1.283457 0.02 -0.09 -0.03 0.17
O -0.521056 2.151605 0.621167 0.01 0.16 0.05 -0.55
H 0.663327 0.557819 -0.973199 0.08 0.11 -0.02 0.17
Cl 0.808611 1.771758 4.014191 0.01 -0.01 0.02 -0.04
H -1.799346 -2.490333 1.045602 0.03 -0.07 0.00 0.20
```
Forces are in eV/Å.

Output
Kohn-Sham gap   10.8 eV
Highest occupied orbital energy   -9.92 eV
E   -1504.34365 Eh
Structure (SMILES)   CCCCCCCOCCOC.ClCCl